Entry 1:
Below is a single C6H9NO molecule at a distorted geometry, with properties calculated with wB97M-V/def2-TZVPD.

The value obtained for the HOMO energy is -8.04 eV. The calculation puts the energy relative to the best compared isomer or geometry (same formula, charge and spin) at 5.104 eV.

```
! wB97M-V def2-TZVPD RIJCOSX def2/J DEFGRID3
* xyz 0 1
O -1.233 1.236 0.392
C -0.699 0.331 -0.545
C -1.792 -0.727 -0.577
C -0.511 -1.025 0.242
N 0.380 -0.662 1.313
C 1.361 0.164 0.597
C 1.826 -0.286 -0.732
C 0.735 0.701 -0.761
H -0.921 2.151 0.234
H -2.653 -0.260 -0.163
H -1.991 -1.554 -1.334
H -0.028 -1.767 -0.361
H -0.133 -0.098 2.007
H 1.959 0.810 1.207
H 2.803 0.079 -1.018
H 1.720 -1.272 -1.170
H 0.926 1.716 -1.069
*
```

Entry 2:
Below is a molecular structure, C15H33CuN6OPTe4 at a distorted geometry, with properties calculated with wB97M-V/def2-TZVPD.

The value obtained for the HOMO energy is -2.97 eV.

```
! wB97M-V def2-TZVPD RIJCOSX def2/J DEFGRID3
* xyz -1 1
Cu -1.903 -0.242 0.527
Te -2.446 -2.675 -0.350
Te -4.714 -1.637 -1.485
Te -3.868 0.656 -2.624
Te -2.916 1.974 -0.447
C -0.324 -0.200 5.324
N -1.035 0.775 4.505
C -2.101 1.445 5.255
C -3.105 1.812 4.167
N -2.889 0.807 3.137
C -3.903 -0.240 3.007
C -1.561 0.389 3.249
N -0.951 -0.121 2.251
C 0.479 -0.496 2.368
C 1.076 -0.630 0.978
N 1.306 0.689 0.442
C 2.064 0.972 -0.527
N 3.008 0.201 -1.230
C 3.827 -0.764 -0.523
C 3.723 1.058 -2.165
C 2.766 2.220 -2.359
N 2.044 2.241 -1.109
C 0.803 2.999 -1.062
H 0.008 0.295 6.237
H 0.552 -0.596 4.829
H -0.977 -1.037 5.606
H -1.714 2.319 5.779
H -2.534 0.761 5.997
H -2.886 2.801 3.759
H -4.139 1.803 4.507
H -3.593 -0.965 2.253
H -4.830 0.214 2.659
H -4.079 -0.762 3.957
H 0.579 -1.446 2.900
H 1.022 0.280 2.914
H 0.326 -1.126 0.345
H 1.938 -1.300 1.026
H 3.315 -1.715 -0.384
H 4.146 -0.392 0.457
H 4.716 -0.961 -1.123
H 3.930 0.528 -3.098
H 4.678 1.396 -1.742
H 2.085 2.050 -3.202
H 3.296 3.160 -2.531
H 0.319 2.988 -2.042
H 0.991 4.032 -0.760
H 0.123 2.535 -0.353
C -1.364 -2.165 -4.133
P 0.216 -1.358 -3.880
C 0.812 -1.054 -5.558
C 1.260 -2.673 -3.232
O 0.276 -0.122 -3.043
H -1.212 -2.982 -4.843
H -2.103 -1.460 -4.514
H -1.724 -2.582 -3.187
H 0.841 -1.967 -6.156
H 1.809 -0.615 -5.511
H 0.138 -0.335 -6.027
H 1.397 -3.487 -3.946
H 0.778 -3.056 -2.329
H 2.223 -2.238 -2.958
*
```

Entry 3:
Below is a single C4H5NO molecule at a distorted geometry, with properties calculated with wB97M-V/def2-TZVPD.

The value obtained for the HOMO energy is -8.16 eV. The calculation puts the energy relative to the best compared isomer or geometry (same formula, charge and spin) at 2.143 eV.

```
! wB97M-V def2-TZVPD RIJCOSX def2/J DEFGRID3
* xyz 0 1
O 0.095 -2.231 0.183
C 0.428 -1.107 0.093
C 0.771 -0.111 -0.969
C -0.533 0.597 -0.694
C -0.724 0.739 0.638
N 0.254 0.132 1.379
H 0.871 -0.503 -1.985
H 1.681 0.428 -0.650
H -1.262 0.768 -1.463
H -1.603 1.198 1.088
H 0.022 0.090 2.380
*
```

Entry 4:
Below is 2 unconnected molecules or ions with the total composition C3H6OS2 at a distorted geometry, with properties calculated with wB97M-V/def2-TZVPD.

The value obtained for the HOMO energy is -9.28 eV. The calculation puts the energy relative to the best compared isomer or geometry (same formula, charge and spin) at 6.862 eV.

```
! wB97M-V def2-TZVPD RIJCOSX def2/J DEFGRID3
* xyz 0 1
C -0.783 0.214 -0.148
C -0.993 -1.296 -0.072
O -1.980 -2.016 -0.261
C 0.394 0.527 0.785
S 0.746 2.325 1.334
S 1.672 0.103 -1.860
H -0.728 0.415 -1.284
H -1.582 0.780 0.193
H -0.085 -2.055 0.240
H -0.043 0.054 1.669
H 1.316 -0.093 0.294
H 2.066 1.042 -0.890
*
```

no.,LUMO (eV),E_tot (Eh)
1,0.9,-363.8367
2,2.5,-4049.2073
3,1.0,-285.3358
4,-4.7,-989.2764